{
  "formula": "C62H105N5O26",
  "method": "wB97M-V/def2-TZVPD",
  "max_force_ev_per_a": 4.03,
  "e_homo_ev": -9.438,
  "total_charge": 0,
  "homo_lumo_gap_ev": 8.42,
  "e_above_lowest_kcal_mol": 0.0,
  "symbols": ["C", "C", "C", "C", "C", "C", "N", "O", "O", "H", "H", "H", "H", "H", "C", "C", "C", "C", "C", "C", "N", "O", "O", "H", "H", "H", "H", "H", "C", "C", "C", "C", "C", "C", "N", "O", "O", "H", "H", "H", "H", "H", "C", "C", "C", "C", "C", "C", "N", "O", "O", "H", "H", "H", "H", "H", "C", "C", "C", "C", "C", "C", "N", "O", "O", "H", "H", "H", "H", "H", "C", "O", "C", "C", "O", "C", "H", "H", "H", "H", "H", "H", "H", "H", "H", "H", "C", "O", "C", "C", "O", "C", "H", "H", "H", "H", "H", "H", "H", "H", "H", "H", "C", "O", "C", "C", "O", "C", "H", "H", "H", "H", "H", "H", "H", "H", "H", "H", "C", "O", "C", "C", "O", "C", "H", "H", "H", "H", "H", "H", "H", "H", "H", "H", "C", "O", "C", "C", "O", "C", "H", "H", "H", "H", "H", "H", "H", "H", "H", "H", "C", "O", "C", "C", "O", "C", "H", "H", "H", "H", "H", "H", "H", "H", "H", "H", "C", "O", "C", "C", "O", "C", "H", "H", "H", "H", "H", "H", "H", "H", "H", "H", "C", "O", "C", "C", "O", "C", "H", "H", "H", "H", "H", "H", "H", "H", "H", "H"],
  "coordinates": [[10.309, -11.584, -3.183], [9.092, -11.043, -2.821], [8.880, -9.690, -2.963], [9.884, -8.881, -3.386], [11.123, -9.423, -3.682], [11.345, -10.753, -3.646], [9.671, -7.455, -3.321], [8.738, -6.960, -2.697], [10.495, -6.648, -3.709], [10.386, -12.658, -3.269], [8.296, -11.706, -2.518], [7.901, -9.353, -2.656], [11.838, -8.699, -4.043], [12.289, -11.252, -3.811], [-5.824, 8.113, -6.923], [-6.468, 7.230, -6.138], [-5.822, 6.042, -5.761], [-4.457, 5.770, -6.111], [-3.798, 6.768, -6.789], [-4.520, 7.929, -7.210], [-3.835, 4.491, -5.609], [-2.597, 4.317, -5.569], [-4.568, 3.567, -5.160], [-6.340, 8.833, -7.541], [-7.521, 7.399, -5.972], [-6.341, 5.301, -5.171], [-2.732, 6.682, -6.940], [-4.081, 8.650, -7.882], [-4.086, -7.157, -2.463], [-5.456, -7.520, -2.227], [-5.711, -8.551, -1.361], [-4.681, -9.162, -0.617], [-3.378, -8.680, -0.733], [-3.077, -7.749, -1.669], [-4.861, -10.244, 0.317], [-3.852, -10.606, 1.018], [-6.008, -10.783, 0.363], [-3.752, -6.249, -2.943], [-6.297, -7.090, -2.750], [-6.746, -8.851, -1.293], [-2.532, -9.120, -0.224], [-2.012, -7.580, -1.724], [0.384, -3.610, 6.350], [0.428, -4.920, 6.858], [0.354, -5.136, 8.216], [0.210, -4.069, 9.099], [0.052, -2.766, 8.556], [0.105, -2.566, 7.188], [0.102, -4.179, 10.528], [0.218, -5.285, 11.049], [-0.073, -3.196, 11.233], [0.484, -3.412, 5.293], [0.372, -5.716, 6.130], [0.317, -6.171, 8.519], [0.026, -1.894, 9.193], [0.049, -1.514, 6.952], [2.651, -15.021, 2.923], [1.757, -14.962, 1.853], [1.776, -13.825, 1.043], [2.609, -12.749, 1.304], [3.584, -12.875, 2.308], [3.582, -14.002, 3.113], [2.628, -11.545, 0.451], [3.124, -10.572, 0.894], [2.113, -11.566, -0.681], [2.442, -15.793, 3.649], [1.081, -15.765, 1.602], [1.171, -13.819, 0.149], [4.254, -12.077, 2.595], [4.191, -14.051, 4.003], [4.401, 10.428, -4.314], [4.011, 9.630, -3.195], [3.097, 8.700, -3.658], [2.766, 7.589, -2.588], [1.962, 7.923, -1.411], [2.431, 8.925, -0.543], [5.184, 11.019, -3.840], [3.534, 11.009, -4.629], [4.900, 9.775, -5.030], [3.530, 8.096, -4.456], [2.159, 9.215, -3.866], [3.699, 7.096, -2.315], [2.230, 6.878, -3.216], [2.768, 9.832, -1.045], [3.354, 8.720, 0.000], [1.734, 9.178, 0.256], [-2.279, 4.453, 10.915], [-1.806, 4.560, 9.584], [-1.031, 5.805, 9.420], [-1.990, 6.983, 9.208], [-1.561, 8.232, 9.701], [-1.537, 9.287, 8.699], [-2.985, 3.638, 10.752], [-2.724, 5.367, 11.308], [-1.546, 3.977, 11.566], [-0.417, 5.752, 8.521], [-0.458, 6.051, 10.313], [-2.919, 6.743, 9.726], [-2.363, 7.037, 8.185], [-0.922, 9.152, 7.809], [-1.343, 10.219, 9.229], [-2.525, 9.314, 8.240], [-5.559, 12.395, 3.591], [-5.757, 11.008, 3.358], [-5.551, 10.717, 2.013], [-5.996, 9.209, 1.826], [-7.349, 9.075, 1.430], [-7.960, 7.743, 1.422], [-6.414, 12.875, 3.115], [-4.717, 12.837, 3.059], [-5.409, 12.561, 4.658], [-4.573, 10.990, 1.619], [-6.216, 11.261, 1.342], [-5.747, 8.647, 2.727], [-5.350, 8.933, 0.993], [-7.801, 7.158, 2.328], [-7.718, 7.073, 0.596], [-8.986, 8.106, 1.367], [-0.665, -4.152, -8.843], [-1.522, -5.224, -9.191], [-0.952, -6.186, -10.114], [-2.141, -7.081, -10.509], [-1.908, -7.961, -11.602], [-1.528, -9.275, -11.234], [-0.932, -3.726, -7.876], [-0.678, -3.370, -9.602], [0.379, -4.449, -8.742], [-0.110, -6.806, -9.806], [-0.626, -5.649, -11.004], [-3.068, -6.556, -10.740], [-2.515, -7.529, -9.589], [-0.464, -9.325, -11.005], [-1.595, -9.930, -12.103], [-2.148, -9.692, -10.441], [-0.311, 2.664, 2.170], [-0.137, 1.432, 1.522], [0.276, 1.557, 0.195], [0.587, 0.146, -0.338], [1.728, -0.267, 0.417], [2.223, -1.513, 0.033], [-0.883, 3.401, 1.606], [0.664, 3.148, 2.214], [-0.662, 2.566, 3.197], [1.164, 2.168, 0.036], [-0.511, 2.022, -0.399], [0.746, 0.030, -1.410], [-0.178, -0.534, 0.035], [2.454, -1.233, -0.995], [1.518, -2.342, -0.013], [3.126, -1.812, 0.565], [6.684, 1.306, -4.518], [6.502, 1.727, -5.843], [5.108, 1.823, -6.082], [4.780, 2.257, -7.514], [4.868, 3.718, -7.730], [4.931, 4.162, -9.090], [6.445, 0.244, -4.477], [6.067, 1.882, -3.828], [7.690, 1.397, -4.108], [4.732, 2.656, -5.489], [4.538, 0.899, -5.986], [3.924, 1.703, -7.899], [5.512, 1.871, -8.223], [5.709, 3.621, -9.628], [5.019, 5.208, -9.383], [4.017, 4.024, -9.667], [5.791, 1.454, 8.599], [5.534, 2.739, 7.989], [6.615, 3.285, 7.285], [6.067, 4.148, 6.138], [6.779, 4.194, 4.935], [6.367, 3.184, 4.026], [6.224, 0.676, 7.970], [4.905, 1.058, 9.095], [6.549, 1.441, 9.382], [7.242, 2.473, 6.917], [7.214, 3.799, 8.037], [6.222, 5.159, 6.513], [4.983, 4.147, 6.029], [6.000, 2.364, 4.643], [7.275, 2.889, 3.500], [5.497, 3.320, 3.383], [-7.253, -0.095, 2.624], [-8.504, -0.180, 2.014], [-9.588, 0.573, 2.493], [-10.787, 0.811, 1.561], [-10.544, 1.542, 0.360], [-9.891, 0.661, -0.563], [-6.869, 0.925, 2.604], [-6.560, -0.891, 2.350], [-7.301, -0.507, 3.631], [-9.237, 1.529, 2.883], [-9.980, 0.015, 3.343], [-11.410, 1.466, 2.170], [-11.191, -0.179, 1.350], [-9.748, -0.367, -0.231], [-8.918, 1.041, -0.874], [-10.481, 0.550, -1.473]],
  "mulliken_charge": [-0.2662, -0.4942, -0.1866, 0.0421, -0.1534, -0.6081, 0.9074, -0.5556, -0.5872, 0.3550, 0.3614, 0.3986, 0.4158, 0.3709, -0.3211, -0.4826, -0.2307, 0.1234, -0.3441, -0.3596, 0.8421, -0.5325, -0.5355, 0.3362, 0.3506, 0.4036, 0.4126, 0.3373, -0.5712, -0.3908, -0.2555, 0.1016, -0.2673, -0.3044, 0.8754, -0.5500, -0.5459, 0.3460, 0.3782, 0.4078, 0.4196, 0.3563, -0.3974, -0.3849, -0.2299, 0.0055, -0.2085, -0.4852, 0.9664, -0.5906, -0.5875, 0.3965, 0.3572, 0.4132, 0.3966, 0.3486, -0.3913, -0.4475, -0.2662, 0.1247, -0.2386, -0.4158, 0.9237, -0.5563, -0.5840, 0.3601, 0.3709, 0.3957, 0.3871, 0.3378, -0.7074, -0.2929, -0.4759, -0.6260, -0.3375, -0.6880, 0.2438, 0.2917, 0.3056, 0.4145, 0.3266, 0.3826, 0.3237, 0.2459, 0.3151, 0.2780, -0.6684, -0.3537, -0.3927, -0.4400, -0.3551, -0.7111, 0.2324, 0.3348, 0.2590, 0.3041, 0.2793, 0.3015, 0.3364, 0.3130, 0.2423, 0.3183, -0.7434, -0.2988, -0.5147, -0.4526, -0.3118, -0.6622, 0.3104, 0.3095, 0.2376, 0.4101, 0.3243, 0.3249, 0.2669, 0.2891, 0.2667, 0.2440, -0.7434, -0.3065, -0.3030, -0.5841, -0.3585, -0.6819, 0.2611, 0.2866, 0.3081, 0.2767, 0.3074, 0.3599, 0.3483, 0.2716, 0.2454, 0.3126, -0.7649, -0.2705, -0.5728, -0.6087, -0.2603, -0.7337, 0.3076, 0.3121, 0.2495, 0.3096, 0.4490, 0.4657, 0.2961, 0.3121, 0.2775, 0.2319, -0.6891, -0.3152, -0.3682, -0.6165, -0.2951, -0.7909, 0.2898, 0.2851, 0.2679, 0.2905, 0.3260, 0.3761, 0.3098, 0.3100, 0.3013, 0.3183, -0.8009, -0.3286, -0.3143, -0.6526, -0.3791, -0.6771, 0.3301, 0.2756, 0.3333, 0.3718, 0.3306, 0.2772, 0.4105, 0.2826, 0.2624, 0.2784, -0.7632, -0.2956, -0.5007, -0.5146, -0.3966, -0.6828, 0.3152, 0.2796, 0.2903, 0.4066, 0.3147, 0.3256, 0.3861, 0.2959, 0.2667, 0.2729]
}